C4H10O2 in the gas phase, computed with the ωB97M-V functional and the def2-TZVPD basis.

Last column: natural (NBO) charge in e.
Atoms and positions in Å:
C -0.74 -1.73 0.69  -0.24
O -0.04 -1.06 -0.32  -0.55
C -0.12 0.35 -0.15  0.07
C 0.17 0.88 1.30  -0.66
C 0.78 0.87 -1.30  -0.07
O 0.23 0.60 -2.58  -0.72
H -1.79 -1.39 0.75  0.16
H -0.70 -2.80 0.48  0.19
H -0.26 -1.53 1.64  0.16
H -1.15 0.65 -0.39  0.17
H -0.14 0.25 2.15  0.22
H -0.41 1.79 1.46  0.22
H 1.22 1.11 1.52  0.21
H 0.89 1.95 -1.27  0.18
H 1.77 0.40 -1.21  0.17
H 0.29 -0.35 -2.76  0.47

For the energy above the lowest of the compared OMol25 structures with the same formula, charge and spin, the calculation gives 32.1 kcal per mole. The SMILES is CO[C@@H](C)CO. As for the energy: -8404.1543 eV. Its HOMO-LUMO gap is 10.93 eV. The calculation puts the lowest unoccupied orbital energy at 1.02 eV.